1.
{
  "formula": "C4H7N",
  "method": "ωB97M-V/def2-TZVPD",
  "energy_ev": -5749.121,
  "lumo_ev": 1.060,
  "smiles": "C#C[C@H](C)N",
  "gap_ha": 0.390,
  "relative_energy_kcal_mol": 52.94,
  "species": ["C", "C", "C", "C", "H", "H", "H", "H", "H", "H", "H", "N"],
  "coordinates": [[-1.037, -1.027, -0.169], [-0.150, 0.164, 0.367], [1.333, -0.057, 0.193], [2.514, -0.050, -0.177], [-1.260, -1.095, -1.277], [-2.095, -0.973, 0.161], [-0.664, -1.986, 0.145], [-0.332, 0.155, 1.421], [-1.462, 1.717, 0.062], [0.163, 2.068, -0.033], [3.543, -0.327, -0.410], [-0.551, 1.410, -0.283]],
  "mulliken_charge": [-1.287, 0.593, -0.682, 0.030, 0.332, 0.328, 0.345, 0.133, 0.249, 0.250, 0.403, -0.694]
}

2.
{
  "formula": "C4H7N2",
  "method": "ωB97M-V/def2-TZVPD",
  "energy_ev": -7235.342,
  "lumo_ev": -3.580,
  "smiles": "Cc1c[nH]c[nH+]1",
  "total_charge": 1,
  "gap_ha": 0.398,
  "relative_energy_kcal_mol": 9.13,
  "species": ["C", "C", "C", "N", "C", "N", "H", "H", "H", "H", "H", "H", "H"],
  "coordinates": [[1.384, -0.711, 1.147], [0.330, -0.102, 0.306], [-1.018, -0.155, 0.532], [-1.626, 0.417, -0.566], [-0.728, 0.675, -1.503], [0.456, 0.342, -0.988], [0.948, -1.027, 2.086], [2.224, -0.088, 1.407], [1.760, -1.606, 0.646], [-1.538, -0.080, 1.475], [-2.622, 0.503, -0.717], [-0.877, 1.368, -2.305], [1.306, 0.463, -1.521]],
  "mulliken_charge": [-1.139, 0.559, -0.377, -0.004, -0.144, -0.048, 0.324, 0.360, 0.321, 0.337, 0.220, 0.363, 0.228]
}

3.
{
  "formula": "C4H7N2",
  "method": "ωB97M-V/def2-TZVPD",
  "energy_ev": -7231.680,
  "lumo_ev": -4.577,
  "smiles": "C=[N+]=CN1CC1",
  "total_charge": 1,
  "gap_ha": 0.385,
  "relative_energy_kcal_mol": 93.59,
  "species": ["C", "C", "C", "C", "N", "N", "H", "H", "H", "H", "H", "H", "H"],
  "coordinates": [[-0.284, 0.896, 0.541], [-1.769, -0.681, 1.688], [1.476, 0.623, -1.359], [0.769, -0.638, -0.949], [0.803, 0.457, -0.056], [-1.266, 0.075, 0.841], [-0.522, 2.006, 0.456], [-2.699, -1.131, 1.319], [-1.473, -0.846, 2.788], [2.555, 0.597, -1.239], [1.121, 1.146, -2.179], [-0.084, -1.066, -1.355], [1.372, -1.439, -0.497]],
  "mulliken_charge": [0.125, -0.142, -0.251, -0.580, -0.118, -0.153, 0.357, 0.286, 0.269, 0.242, 0.335, 0.347, 0.284]
}

4.
{
  "formula": "C4H7N2",
  "method": "ωB97M-V/def2-TZVPD",
  "energy_ev": -7228.424,
  "lumo_ev": -4.974,
  "smiles": "C/N=[N+]1C=C\\1C",
  "total_charge": 1,
  "gap_ha": 0.375,
  "relative_energy_kcal_mol": 168.68,
  "species": ["C", "C", "C", "C", "N", "N", "H", "H", "H", "H", "H", "H", "H"],
  "coordinates": [[0.086, 0.840, 0.384], [1.023, -0.132, 0.136], [2.424, -0.184, 0.120], [-2.248, -0.153, -0.345], [-0.236, -0.489, -0.006], [-1.131, -0.922, -0.597], [-0.425, 1.796, 0.638], [2.649, -1.011, 0.821], [2.955, 0.676, 0.532], [2.739, -0.362, -0.918], [-2.060, 0.618, 0.296], [-2.983, -0.830, 0.179], [-2.792, 0.154, -1.240]],
  "mulliken_charge": [-0.126, 0.522, -0.978, -0.621, 0.459, -0.508, 0.375, 0.307, 0.344, 0.308, 0.335, 0.302, 0.282]
}

5.
{
  "formula": "C4H7N2",
  "method": "ωB97M-V/def2-TZVPD",
  "energy_ev": -7229.881,
  "lumo_ev": -5.636,
  "smiles": "NC[N@@+]12C=C1C2",
  "total_charge": 1,
  "gap_ha": 0.335,
  "relative_energy_kcal_mol": 135.08,
  "species": ["C", "C", "C", "C", "N", "N", "H", "H", "H", "H", "H", "H", "H"],
  "coordinates": [[1.723, -0.830, -0.037], [1.863, 0.332, -0.655], [0.905, 1.155, 0.343], [-0.836, -0.693, 0.064], [-1.624, 0.370, -0.413], [0.538, -0.218, 0.391], [2.006, -1.861, -0.075], [1.492, 1.537, 1.171], [0.159, 1.833, -0.062], [-0.728, -1.520, -0.646], [-1.179, -1.109, 1.027], [-2.309, 0.742, 0.228], [-2.011, 0.262, -1.336]],
  "mulliken_charge": [-0.012, -0.253, -0.255, -0.317, -0.493, 0.133, 0.425, 0.266, 0.382, 0.364, 0.303, 0.231, 0.225]
}

6.
{
  "formula": "C4H7N2",
  "method": "ωB97M-V/def2-TZVPD",
  "energy_ev": -7230.892,
  "lumo_ev": -4.321,
  "smiles": "C1=NC[N@@H+]2C[C@H]12",
  "total_charge": 1,
  "gap_ha": 0.426,
  "relative_energy_kcal_mol": 111.76,
  "species": ["C", "C", "C", "C", "N", "N", "H", "H", "H", "H", "H", "H", "H"],
  "coordinates": [[-1.428, -1.151, -0.113], [0.159, -0.887, 0.179], [-1.347, 0.991, -0.179], [1.561, -0.358, -0.463], [-2.237, -0.156, -0.108], [0.245, 0.530, 0.115], [-1.770, -2.176, -0.122], [0.340, -1.404, 1.126], [-1.410, 1.467, -1.159], [-1.550, 1.717, 0.607], [1.685, -0.292, -1.530], [2.390, -0.316, 0.217], [0.547, 1.094, 0.908]],
  "mulliken_charge": [-0.141, -0.095, -0.323, -0.239, -0.294, -0.128, 0.409, 0.316, 0.301, 0.316, 0.276, 0.289, 0.313]
}

7.
{
  "formula": "C4H7N2O",
  "method": "ωB97M-V/def2-TZVPD",
  "energy_ev": -9279.468,
  "lumo_ev": -5.134,
  "smiles": "C=C/N=C\\[NH+]=C\\O",
  "total_charge": 1,
  "gap_ha": 0.307,
  "relative_energy_kcal_mol": 76.60,
  "species": ["C", "C", "C", "C", "N", "N", "O", "H", "H", "H", "H", "H", "H", "H"],
  "coordinates": [[-0.662, 0.942, -1.460], [1.294, -0.081, -0.592], [-1.378, 1.723, -0.660], [0.685, -1.022, 1.522], [0.699, 0.662, -1.471], [0.560, -0.956, 0.231], [0.195, -1.780, 2.420], [-1.266, 0.759, -2.333], [2.383, -0.247, -0.503], [-0.768, 2.089, 0.128], [-2.362, 1.820, -1.040], [1.425, -0.290, 1.907], [-0.218, -1.290, -0.354], [-0.587, -2.330, 2.205]],
  "mulliken_charge": [-0.162, -0.012, -0.680, 0.243, -0.338, -0.133, -0.339, 0.343, 0.422, 0.314, 0.281, 0.352, 0.326, 0.384]
}

8.
{
  "formula": "C4H7N2O",
  "method": "ωB97M-V/def2-TZVPD",
  "energy_ev": -9279.928,
  "lumo_ev": -4.317,
  "total_charge": 1,
  "gap_ha": 0.416,
  "relative_energy_kcal_mol": 66.01,
  "species": ["C", "C", "C", "C", "N", "N", "O", "H", "H", "H", "H", "H", "H", "H"],
  "coordinates": [[2.539, -0.544, -0.093], [0.261, 1.943, 0.192], [-1.176, 0.129, -0.569], [-1.930, -0.909, 0.196], [-0.301, 0.825, -0.078], [2.576, -1.667, 0.039], [1.547, 2.099, 0.188], [-0.478, 2.727, 0.438], [-1.472, 0.272, -1.651], [-1.511, -0.929, 1.295], [-1.932, -1.978, -0.140], [-2.984, -0.619, 0.140], [2.798, -2.631, -0.102], [2.063, 1.283, 0.145]],
  "mulliken_charge": [-0.368, 0.282, 0.093, -0.968, -0.022, 0.056, -0.332, 0.358, 0.351, 0.275, 0.318, 0.313, 0.295, 0.348]
}

Q: What is the formula in the fifth record?
A: C4H7N2

Q: Number 4 is which compound?
A: C4H7N2